Record 1
Below is a cluster of 7 separate species, C12H36NO9 in total at a distorted geometry, with properties calculated with ωB97M-V/def2-TZVPD.

Values from the calculation:
HOMO	-6.74	eV
electronic energy	-32937.091	eV
molar mass	338.418	g mol⁻¹
total charge	-1

Cartesian coordinates (Å):
N: 43.376000 10.022000 28.366000
O: 42.974000 9.548000 29.476000
O: 44.113000 9.357000 27.586000
O: 43.092000 11.210000 28.107000
C: 48.112000 12.074000 28.703000
C: 46.649000 11.693000 28.315000
O: 45.942000 12.883000 28.055000
H: 48.539000 11.192000 28.916000
H: 48.261000 12.714000 29.621000
H: 48.805000 12.834000 27.894000
H: 46.122000 11.112000 29.057000
H: 46.493000 11.194000 27.371000
H: 45.035000 12.789000 27.916000
C: 41.906000 9.120000 34.039000
C: 41.661000 8.631000 32.583000
O: 42.903000 8.868000 32.073000
H: 40.861000 9.135000 34.260000
H: 42.337000 10.282000 34.187000
H: 42.419000 8.327000 34.635000
H: 40.941000 9.445000 32.224000
H: 41.397000 7.702000 32.380000
H: 43.038000 9.062000 31.211000
C: 38.799000 9.157000 29.523000
C: 39.814000 10.412000 29.408000
O: 39.125000 11.563000 29.505000
H: 39.494000 8.159000 29.562000
H: 38.153000 9.200000 28.683000
H: 38.132000 9.194000 30.588000
H: 40.497000 10.303000 28.461000
H: 40.356000 10.598000 30.400000
H: 39.725000 12.309000 29.538000
C: 43.113000 14.394000 31.184000
C: 41.888000 13.462000 31.066000
O: 41.469000 13.414000 29.724000
H: 43.053000 15.389000 30.992000
H: 43.960000 13.969000 30.603000
H: 43.419000 14.251000 32.140000
H: 40.987000 13.775000 31.537000
H: 42.252000 12.558000 31.432000
H: 41.933000 12.708000 29.189000
C: 46.252000 5.433000 29.931000
C: 45.510000 6.810000 29.549000
O: 45.186000 6.925000 28.211000
H: 46.992000 5.385000 29.133000
H: 45.758000 4.564000 29.432000
H: 46.342000 5.379000 30.984000
H: 46.141000 7.764000 29.861000
H: 44.673000 6.775000 30.156000
H: 44.766000 7.724000 27.855000
C: 43.883000 11.716000 23.319000
C: 44.017000 11.399000 24.827000
O: 43.007000 10.609000 25.254000
H: 44.871000 12.311000 23.116000
H: 43.038000 12.113000 22.788000
H: 43.879000 10.748000 22.769000
H: 44.117000 12.314000 25.417000
H: 44.876000 10.933000 25.031000
H: 43.019000 10.422000 26.208000

Forces on the atoms, in the same order (eV/Å):
0.385 -0.501 2.345
0.618 0.174 -2.098
-0.965 0.747 0.481
0.037 -0.022 -0.551
-0.366 5.021 -1.796
-0.009 1.665 -0.796
2.092 2.240 0.862
2.368 -3.106 0.381
-1.011 -0.723 -0.686
-2.357 -2.826 1.829
0.283 -0.308 0.700
1.128 -1.149 -0.220
-2.265 -0.912 -0.274
-0.605 0.430 0.296
1.751 7.798 1.209
2.444 -0.977 2.974
-0.820 0.311 1.842
-0.964 -3.550 -0.846
-0.124 1.038 -0.257
0.341 -1.493 -0.190
-1.918 -4.369 -0.195
-0.076 0.728 -4.554
2.358 -0.345 3.460
1.469 -2.508 1.791
-3.248 2.640 -1.535
-1.941 2.348 -0.259
-0.688 -0.335 -0.723
1.911 0.029 -3.027
-1.135 0.148 1.760
0.862 -2.175 -1.457
0.425 0.347 -0.011
-0.122 -3.391 -1.464
1.073 2.252 -1.878
-0.087 -1.595 -1.969
-0.767 2.875 -0.795
-0.668 0.184 -0.074
1.155 0.004 3.298
-0.339 0.441 1.210
0.079 -2.004 0.602
-0.272 0.870 0.937
-1.634 1.333 -4.503
2.314 0.959 0.640
0.548 -1.834 -1.341
1.857 0.358 1.217
-1.036 0.497 1.247
0.943 -0.352 0.706
-0.845 -1.993 -0.200
-2.091 0.534 1.248
-0.051 0.367 1.158
2.930 -0.925 -0.236
-2.535 2.962 -0.998
-2.708 -1.370 0.284
-1.899 -1.015 -0.299
-0.724 1.237 0.951
0.856 0.225 0.399
-0.411 0.550 -0.029
3.953 -1.941 0.036
0.504 0.407 -0.601

***

Record 2
Below is a cluster of 6 separate species, C12H36O6 in total at a distorted geometry, with properties calculated with ωB97M-V/def2-TZVPD.

Values from the calculation:
HOMO	-9.12	eV
electronic energy	-25309.271	eV
molar mass	276.414	g mol⁻¹
SMILES string	CCO.CCO.CCO.CCO.CCO.CCO

Cartesian coordinates (Å):
C: -1.057237 -0.366177 -0.471940
C: 0.067983 0.364213 0.293970
O: -0.020737 0.155240 1.654316
H: -2.062291 -0.286714 -0.057628
H: -1.004332 -1.452311 -0.546878
H: -1.060546 -0.040217 -1.512059
H: -0.212460 1.364905 -0.034763
H: 1.016173 0.101573 -0.175131
H: -0.644345 0.802975 1.990698
C: 3.890463 0.800284 -4.228692
C: 2.659868 0.723033 -3.387496
O: 1.883249 1.949954 -3.620784
H: 4.450312 1.622997 -3.783923
H: 3.852657 1.114124 -5.271845
H: 4.548541 -0.064174 -4.140751
H: 2.724395 0.768380 -2.300349
H: 2.042194 -0.118654 -3.700757
H: 1.442751 1.874431 -4.470401
C: -1.807721 3.927108 3.943251
C: -2.210854 2.425619 4.029443
O: -2.286489 1.923049 2.771453
H: -1.052910 3.902296 3.157275
H: -1.351102 4.296503 4.861488
H: -2.628597 4.453940 3.456720
H: -3.189462 2.251658 4.476844
H: -1.602271 1.810032 4.691860
H: -3.208918 1.784837 2.544246
C: -4.937667 -1.325553 -3.358828
C: -4.520797 -2.106896 -2.081904
O: -5.652563 -2.402581 -1.283278
H: -4.089149 -1.077051 -3.996291
H: -5.356870 -0.361606 -3.070415
H: -5.685709 -1.938186 -3.862050
H: -3.829278 -1.508540 -1.488714
H: -3.898218 -2.936325 -2.417407
H: -6.238652 -1.670478 -1.488514
C: 3.523592 0.296554 1.329496
C: 3.863096 1.549554 0.527597
O: 2.695865 2.337053 0.433270
H: 4.462510 -0.256278 1.299271
H: 2.810410 -0.290250 0.750591
H: 3.307341 0.601874 2.353272
H: 4.085340 1.211094 -0.484403
H: 4.677253 2.175704 0.892558
H: 2.594819 2.759944 -0.422632
C: 1.137388 -4.421287 2.033998
C: 1.059570 -3.030694 1.432783
O: 0.422711 -2.254794 2.464363
H: 0.258053 -5.050741 2.170588
H: 1.722453 -4.597155 2.936712
H: 1.641685 -4.909093 1.199838
H: 0.373184 -3.027083 0.586041
H: 1.991966 -2.517503 1.197505
H: 0.403351 -1.338589 2.178384

Forces on the atoms, in the same order (eV/Å):
-0.093 -1.318 -0.424
-2.209 -0.244 -2.515
0.646 0.709 0.468
0.036 0.851 0.228
0.703 -0.267 0.216
-0.128 0.287 -0.050
0.876 0.675 0.694
0.137 0.031 0.592
-0.331 0.087 0.468
1.973 0.692 1.105
-2.158 1.124 -1.316
0.137 -0.482 0.252
0.402 0.101 0.017
-0.931 -0.434 -0.041
-0.172 -0.218 -0.061
0.810 -0.559 -0.147
-0.103 -0.245 0.355
0.026 0.007 -0.088
0.274 -1.864 -0.626
-0.776 1.363 2.537
0.163 -1.363 -2.714
0.421 0.230 0.160
-0.539 0.393 -0.108
-0.073 0.470 0.747
-0.281 0.631 0.411
0.797 0.160 -0.303
0.194 -0.107 -0.189
0.216 -0.289 1.057
0.774 1.354 -0.917
0.261 -0.414 -0.471
-0.007 -0.351 -0.098
-0.310 0.031 0.002
0.072 0.224 -0.336
0.114 0.288 0.060
-0.706 -0.755 0.399
-0.404 -0.081 0.308
1.665 0.936 -0.521
-0.833 -0.313 -0.985
-0.920 0.568 0.367
0.026 -0.391 0.448
-0.323 0.159 0.697
-0.557 -0.585 -0.114
0.588 0.004 -0.147
0.217 -0.343 0.303
0.257 -0.029 -0.044
1.356 -1.103 -1.659
-2.093 0.642 2.680
0.330 -0.450 -0.012
-0.655 0.915 -0.166
0.240 0.729 -0.095
0.491 -0.911 0.169
0.290 -0.224 -0.491
0.400 -0.695 -0.240
-0.293 0.374 0.138

***

One value per record, in order, for gap between HOMO and LUMO: 9.7, 9.6 eV.
One value per record, in order, for relative energy (zero: lowest compared OMol25 entry of this formula, charge and spin): 507.99, 379.18 kJ/mol.
One value per record, in order, for E_LUMO: 3.003, 0.462 eV.